Record 1
{
  "formula": "C4H13N2",
  "method": "wB97M-V/def2-TZVPD",
  "total_charge": 1,
  "multiplicity": 1,
  "homo_lumo_gap_ev": 11.26,
  "smiles": "C[NH+](C)CCN",
  "max_force_ha_per_bohr": 0.083,
  "de_lowest_ev": 1.708,
  "species": ["N", "N", "C", "C", "C", "C", "H", "H", "H", "H", "H", "H", "H", "H", "H", "H", "H", "H", "H"],
  "coordinates": [[-1.67418, -0.15913, 1.27723], [0.77590, -0.03170, -0.09966], [1.94394, 0.71488, 0.32977], [-1.79960, 0.06565, -0.08702], [-0.43288, 0.70382, -0.59210], [1.12808, -1.27335, -0.93900], [2.70240, -0.04456, 0.68316], [0.27578, -1.67472, -1.59980], [-2.09291, -0.80825, -0.72192], [-2.52895, 0.94493, -0.19449], [-0.42272, 0.78354, -1.69170], [1.39656, -2.08319, -0.25683], [2.40871, 1.19738, -0.53464], [-2.42436, -0.67650, 1.72580], [2.03995, -1.01629, -1.56730], [-0.38812, 1.77630, -0.08904], [0.21346, -0.40575, 0.76606], [1.69085, 1.41280, 1.11748], [-1.61989, 0.66413, 1.85041]],
  "forces_ev_per_a": [[0.6, -1.8, 2.7], [-3.2, -2.7, 0.9], [1.8, -0.8, -0.1], [-0.3, 2.7, -2.4], [-0.7, 2.5, 0.1], [0.2, 0.1, -1.0], [-0.9, 0.9, -0.1], [1.2, 1.1, 1.1], [0.1, 0.6, 0.9], [0.7, -1.4, -0.9], [0.1, 0.2, 0.5], [0.1, 0.2, 0.0], [-0.3, 0.2, 0.2], [0.2, -0.4, -0.4], [-1.3, -0.3, 0.7], [0.1, -2.1, -1.2], [1.4, 0.1, -0.7], [0.0, 0.1, 0.0], [0.2, 0.7, -0.2]],
  "mulliken_charge": [-0.575, 0.044, -0.937, -0.350, -0.815, -0.805, 0.377, 0.321, 0.394, 0.321, 0.340, 0.357, 0.379, 0.227, 0.340, 0.330, 0.480, 0.371, 0.202]
}

Record 2
{
  "formula": "C4H13N2",
  "method": "wB97M-V/def2-TZVPD",
  "total_charge": 1,
  "multiplicity": 1,
  "homo_lumo_gap_ev": 10.61,
  "max_force_ha_per_bohr": 0.007,
  "de_lowest_ev": 1.062,
  "species": ["N", "N", "C", "C", "C", "C", "H", "H", "H", "H", "H", "H", "H", "H", "H", "H", "H", "H", "H"],
  "coordinates": [[-1.10220, 0.79024, -0.30412], [-1.32455, -0.90209, 1.65384], [-0.32798, -0.45440, 2.66040], [1.03121, 0.70039, -1.48680], [-0.18516, 0.23723, -1.29255], [1.98443, 0.09057, -2.46733], [-2.00175, 1.00938, -0.72521], [-0.74032, 1.65437, 0.09034], [-0.34573, -1.06943, 3.55397], [-1.28468, -0.04344, 0.64230], [-1.07160, -1.82517, 1.31178], [-2.23595, -1.01306, 2.09070], [1.58483, -0.84263, -2.85719], [1.36251, 1.56944, -0.92729], [2.93410, -0.13043, -1.98215], [-0.53994, 0.57357, 2.93834], [2.18559, 0.76311, -3.29756], [0.66736, -0.49539, 2.22254], [-0.59017, -0.61228, -1.82402]],
  "forces_ev_per_a": [[-0.1, -0.1, 0.0], [0.2, -0.1, 0.1], [0.1, 0.0, 0.0], [0.2, 0.0, -0.2], [-0.3, 0.0, 0.2], [-0.1, -0.1, 0.3], [0.0, 0.0, -0.1], [0.1, 0.1, -0.1], [0.0, -0.1, 0.0], [-0.1, 0.0, 0.1], [0.0, 0.0, 0.0], [0.0, 0.1, -0.1], [0.0, 0.0, -0.1], [0.0, 0.1, 0.0], [0.1, 0.0, 0.0], [-0.1, 0.1, 0.0], [0.0, 0.1, 0.0], [0.0, 0.0, 0.0], [0.0, 0.0, 0.0]],
  "mulliken_charge": [-0.446, -0.521, -0.861, -0.119, -0.145, -1.166, 0.331, 0.319, 0.353, 0.426, 0.316, 0.299, 0.321, 0.271, 0.324, 0.334, 0.312, 0.325, 0.330]
}

Record 3
{
  "formula": "C4H13N2",
  "method": "wB97M-V/def2-TZVPD",
  "total_charge": 1,
  "multiplicity": 1,
  "homo_lumo_gap_ev": 11.76,
  "smiles": "CC[NH2+]CCN",
  "max_force_ha_per_bohr": 0.055,
  "de_lowest_ev": 1.551,
  "species": ["N", "N", "C", "C", "C", "C", "H", "H", "H", "H", "H", "H", "H", "H", "H", "H", "H", "H", "H"],
  "coordinates": [[-0.70304, -1.82462, 0.80804], [0.90752, -0.05005, -0.07239], [0.88692, 0.95486, -1.28784], [-0.51802, 0.88933, -1.98772], [-0.31911, -0.80795, 1.83060], [0.08173, 0.46542, 1.11898], [-1.10715, -0.62839, 2.61701], [0.46388, -0.94752, -0.38754], [-1.69281, -1.83931, 0.58028], [0.46523, -0.97356, 2.53612], [-1.35264, 1.34595, -1.43482], [-0.75415, -0.11063, -2.34263], [1.09215, 1.95838, -0.89762], [-0.58180, -2.74254, 1.31129], [1.87166, -0.17169, 0.27802], [0.81719, 1.29999, 1.48782], [1.70802, 0.67793, -2.03610], [-0.40484, 1.55689, -2.84800], [-0.86074, 0.94752, 0.72649]],
  "forces_ev_per_a": [[0.8, -1.6, 2.1], [-0.1, 1.8, -1.4], [-0.4, -1.0, -0.3], [1.2, 1.0, 0.2], [-1.7, 1.1, 1.6], [0.4, 1.6, -2.0], [0.2, 0.2, -1.2], [0.5, 0.2, 0.6], [-0.1, 0.6, 0.2], [1.1, -1.7, -0.2], [0.4, -0.5, 0.2], [-0.1, 0.0, 0.0], [0.0, -0.3, 0.0], [0.0, 1.0, -1.1], [-0.6, -0.3, -0.5], [-1.9, -1.8, 0.4], [-1.1, 0.2, 1.3], [-0.1, -0.3, -0.1], [1.3, -0.3, 0.1]],
  "mulliken_charge": [-0.614, -0.226, -0.396, -1.051, -0.639, -0.531, 0.380, 0.442, 0.224, 0.395, 0.338, 0.332, 0.333, 0.261, 0.359, 0.427, 0.343, 0.367, 0.254]
}

Record 4
{
  "formula": "C4H13N2",
  "method": "wB97M-V/def2-TZVPD",
  "total_charge": 1,
  "multiplicity": 1,
  "homo_lumo_gap_ev": 4.98,
  "max_force_ha_per_bohr": 0.064,
  "de_lowest_ev": 7.524,
  "species": ["N", "N", "C", "C", "C", "C", "H", "H", "H", "H", "H", "H", "H", "H", "H", "H", "H", "H", "H"],
  "coordinates": [[-1.01794, 0.31016, 1.34409], [-2.19867, -0.06708, -1.25649], [0.30216, -0.57304, -0.47085], [2.47959, 0.56466, 0.24499], [1.13654, 0.65855, -0.51831], [-0.40510, -0.91110, 0.82949], [-2.65577, 0.66877, -1.81274], [0.42258, -1.22512, 1.48316], [-1.16839, -1.67379, 0.61123], [0.79075, -1.47919, -0.88432], [-1.52168, 0.13828, 2.21653], [-1.71186, 0.56761, 0.61654], [2.74916, -0.29965, 0.84525], [1.43267, 0.77545, -1.55106], [2.55505, 1.45415, 0.87077], [-2.88548, -0.83664, -1.22642], [0.62419, 1.59094, -0.32444], [3.37588, 0.60366, -0.37882], [-0.66188, -0.44203, -1.21816]],
  "forces_ev_per_a": [[-0.9, -0.1, -0.5], [-0.2, 0.6, 2.6], [2.2, -0.7, 1.6], [1.3, 0.4, 0.6], [0.0, -0.2, -1.7], [-0.7, 0.6, -0.4], [1.2, -0.3, -1.2], [-0.4, -0.3, 0.1], [0.6, -0.3, 0.3], [-0.3, 0.5, -0.3], [0.4, 0.2, -0.1], [0.4, 0.2, 0.9], [-0.9, -0.3, 0.3], [0.2, -0.1, -0.6], [-0.1, -0.2, 0.2], [1.1, -0.7, -0.8], [-0.4, -0.1, 0.8], [-0.5, 0.2, -0.6], [-2.9, 0.6, -1.4]],
  "mulliken_charge": [-0.495, -0.504, 0.006, -1.211, -0.363, -0.573, 0.265, 0.388, 0.382, 0.352, 0.283, 0.310, 0.388, 0.368, 0.299, 0.274, 0.416, 0.358, 0.057]
}